A gas-phase ion, C2H6N3O2 (charge +1), computed with the ωB97M-V functional and the def2-TZVPD basis.

**Structure (SMILES)**: [NH3+]/C=C/N[N+](=O)[O-]
**LUMO level (alpha / beta)**: -4.52 / -4.52 eV
**ΔE to the lowest compared entry with this formula, charge and spin**: 6.2564 eV
**Max |F|**: 0.1555 Eh/bohr

Geometry as ORCA input:
```
! wB97M-V def2-TZVPD RIJCOSX def2/J DEFGRID3
* xyz 1 1
O 0.566 -2.263 1.917
O 1.803 -3.205 0.424
N 1.028 -2.429 0.870
N -1.093 2.159 -0.404
N 0.623 -1.451 -0.118
C -0.284 1.013 -0.772
C 0.055 -0.292 0.235
H -0.371 -0.330 1.317
H -1.373 2.782 -1.189
H 1.169 -1.463 -0.953
H -0.434 2.760 0.200
H 0.118 1.041 -1.741
H -1.807 1.677 0.213
*
```

***

13 unconnected molecules or ions with the total composition C48H129N7O17, computed with the ωB97M-V functional and the def2-TZVPD basis.

**LUMO level**: 0.39 eV
**ΔE to the lowest compared entry with this formula, charge and spin**: 2.7069 eV
**Max |F|**: 0.0484 Eh/bohr

Geometry as ORCA input:
```
! wB97M-V def2-TZVPD RIJCOSX def2/J DEFGRID3
* xyz 0 1
O 3.600 -4.480 9.736
O -1.537 2.272 4.529
O 3.889 -2.139 5.551
O -0.789 -0.479 7.473
O -1.951 -1.184 1.825
O 2.851 -5.196 -4.890
O 5.737 1.137 -4.137
O 0.284 3.882 -0.158
O 3.013 -0.796 -7.209
O -3.559 -3.633 -5.570
O 2.999 3.245 6.343
O 3.396 3.227 -4.769
O -2.453 0.509 -5.414
O -4.296 2.602 -2.414
O -5.289 2.953 6.480
O 1.761 -3.394 -0.025
O 1.395 -0.805 -1.248
N -2.247 2.907 -8.235
N 3.978 -3.097 -8.804
N -4.133 4.382 9.705
N -0.320 1.220 1.312
N -2.305 4.579 -1.293
N -0.495 -3.677 -4.641
N 0.918 -3.352 8.882
C -2.462 1.584 -7.590
C -5.058 1.776 5.722
C -1.952 1.582 -6.169
C -2.907 -3.051 -4.427
C -1.817 0.523 -8.474
C 1.348 3.618 -3.492
C 0.512 0.206 -0.787
C -4.676 2.888 7.753
C 0.688 0.364 0.705
C -0.217 5.215 -0.174
C 2.483 -5.207 9.252
C -0.558 -1.424 8.499
C 2.726 2.952 -3.533
C 0.361 -3.582 0.183
C 0.064 -2.704 7.893
C 1.884 -4.166 -5.071
C 4.148 -4.908 -5.337
C -1.236 2.519 3.168
C 4.430 -1.701 -8.924
C -0.462 2.586 5.422
C 1.702 -4.414 8.244
C -3.502 0.008 0.377
C 1.681 -0.500 -6.876
C -4.460 -2.758 -6.215
C 2.596 -1.591 3.604
C -3.763 4.600 -1.267
C 1.658 3.922 0.205
C -1.963 0.549 -4.085
C 3.285 -0.779 -8.603
C -5.211 5.339 7.718
C -1.797 -4.051 -4.075
C -0.127 1.539 2.720
C -1.757 5.130 -0.047
C -5.047 4.122 8.610
C 1.469 -0.860 -2.651
C 4.360 -5.259 10.632
C 2.562 -1.919 5.093
C 4.782 0.094 -4.559
C 1.713 2.321 8.189
C -2.076 -0.623 6.893
C 2.710 2.072 7.064
C -5.139 1.884 -3.254
C -0.167 -4.956 -0.112
C -4.279 4.010 -2.571
C -3.309 -0.765 1.687
C 0.601 -4.566 -4.359
C 4.954 -1.591 -10.376
C 5.669 -0.913 -5.291
H -3.586 2.875 7.630
H -4.128 4.023 -0.410
H 4.671 -3.794 -9.034
H 2.045 -1.118 5.636
H -2.268 0.502 -9.468
H -2.136 1.540 -3.654
H 6.198 -0.302 -6.027
H 0.846 3.293 -2.585
H -0.829 3.520 2.979
H -1.342 -0.425 1.819
H 0.584 -1.154 -3.226
H -5.124 0.831 -2.949
H 3.033 -2.460 3.111
H 4.568 -6.248 10.200
H -2.134 2.386 2.568
H 0.827 3.325 -4.403
H 3.892 -2.304 6.498
H -3.961 -1.886 -6.659
H 4.434 -3.903 -5.016
H 5.639 -2.396 -10.618
H -2.560 2.872 -9.197
H 2.401 -4.039 7.484
H 2.164 4.808 -0.185
H -1.904 3.644 -1.300
H 3.586 1.524 7.430
H -0.753 0.680 -8.688
H -0.125 0.666 3.375
H -5.204 -2.336 -5.534
H 1.692 0.136 -3.059
H -0.666 -3.223 -5.522
H 0.616 -0.665 1.090
H 1.882 3.936 1.280
H -0.132 -2.873 -0.500
H 3.788 3.088 5.817
H -1.811 -0.481 -8.035
H 0.686 1.144 -1.333
H 4.239 -4.983 -6.427
H 1.022 -5.115 7.754
H 5.322 -4.797 10.828
H 3.774 -5.469 11.533
H 2.275 2.860 8.955
H -3.987 5.666 -1.189
H -5.195 6.300 8.244
H -2.009 4.586 0.870
H -3.040 0.994 0.373
H 2.373 -1.034 -9.156
H -0.912 0.262 -4.034
H -5.285 4.395 -2.785
H -3.877 -1.691 1.687
H -2.423 2.489 -5.757
H 2.074 2.987 -0.177
H 0.483 2.074 5.246
H 0.139 5.770 0.696
H 6.429 -1.376 -4.664
H -3.001 -0.555 -0.414
H 1.867 -2.806 -0.778
H -0.349 3.672 5.421
H -2.274 -1.688 6.745
H -5.694 1.764 4.841
H 1.602 -1.442 3.184
H 2.908 -6.045 8.672
H -1.151 -5.080 0.340
H -3.980 3.574 10.293
H -4.910 1.963 -4.319
H 3.997 2.482 -4.879
H 1.585 -0.467 -5.787
H -3.697 4.359 -3.428
H -5.175 0.873 6.326
H -0.091 5.740 -1.125
H -4.532 5.405 6.867
H -6.057 3.966 9.000
H 3.201 -0.707 3.408
H 4.251 -0.254 -3.675
H -3.253 4.682 9.297
H 5.396 -0.603 -10.525
H 1.708 0.566 1.066
H -2.160 -0.156 5.911
H 2.249 1.343 6.372
H 5.293 -1.582 -8.262
H 0.848 2.037 2.818
H -2.042 -5.044 -4.467
H -3.561 -2.861 -3.577
H 2.341 -1.462 -2.903
H 0.074 -3.195 1.165
H 1.638 -2.717 9.216
H 3.454 0.257 -8.926
H -0.440 2.015 0.697
H 0.118 -0.963 9.224
H -0.703 -3.287 7.379
H -0.139 -5.161 -1.181
H -5.013 1.980 8.264
H 4.905 -5.607 -4.986
H -1.235 3.003 -8.322
H -1.989 6.197 0.034
H 3.643 -3.314 -7.872
H 4.128 0.537 -5.307
H 0.467 -5.691 0.396
H -6.222 5.443 7.311
H -3.553 1.510 -7.607
H 1.853 -4.128 -6.166
H -4.569 0.120 0.178
H -2.547 -0.147 -3.486
H 0.977 -1.256 -7.231
H 1.333 1.382 8.591
H 2.247 -3.260 -4.572
H 0.285 -5.590 -4.608
H 1.901 -5.710 10.029
H -4.879 -3.340 -7.031
H -1.713 -4.120 -2.987
H -1.463 -1.616 9.085
H 1.513 4.694 -3.579
H 0.675 -2.389 7.036
H 0.821 2.881 7.912
H -6.213 2.043 -3.064
H 2.474 1.886 -3.599
H 1.994 -2.828 5.316
H 5.131 -1.644 -5.896
H 4.091 -1.577 -11.045
H -2.464 -2.154 -4.867
H -2.862 -0.186 7.517
H -0.504 -0.113 -1.041
H -0.908 2.217 6.345
H -4.016 1.849 5.387
H 0.836 -4.591 -3.290
H -0.858 1.671 -6.147
H 6.039 0.862 -3.266
H 3.364 3.060 -2.655
H 1.360 0.508 -7.164
H -3.528 -0.110 2.536
*
```

***

A single C10H8N2O2 molecule, computed with the ωB97M-V functional and the def2-TZVPD basis.

**LUMO level (alpha / beta)**: -0.17 / -0.41 eV
**ΔE to the lowest compared entry with this formula, charge and spin**: 2.7028 eV
**Max |F|**: 0.0914 Eh/bohr

Geometry as ORCA input:
```
! wB97M-V def2-TZVPD RIJCOSX def2/J DEFGRID3
* xyz 0 1
O 0.608 -2.356 2.156
O -0.057 -2.343 -1.751
N 1.655 -1.018 0.592
N -0.821 -2.714 0.387
C 0.226 0.580 -0.364
C -1.331 2.094 -1.417
C 0.590 2.946 -0.214
C -0.578 -2.140 1.673
C 1.723 -1.910 1.488
C -0.933 0.830 -1.207
C 0.450 -0.791 0.000
C -0.194 -2.039 -0.599
C -0.499 3.177 -1.042
C 0.912 1.647 0.237
H -2.296 2.388 -2.011
H 1.255 3.650 0.263
H -1.598 0.131 -1.710
H 2.692 -2.113 1.719
H -1.388 -1.831 2.232
H -1.315 -3.525 0.183
H 1.694 1.285 0.840
H -0.797 4.052 -1.453
*
```

***

5 unconnected molecules or ions with the total composition C26H43Br2NO7S4, computed with the ωB97M-V functional and the def2-TZVPD basis.

**LUMO level**: -0.73 eV
**Max |F|**: 0.0169 Eh/bohr

Geometry as ORCA input:
```
! wB97M-V def2-TZVPD RIJCOSX def2/J DEFGRID3
* xyz 0 1
Br 3.727 -0.303 -1.519
Br 1.494 -3.208 -0.938
S -0.029 -4.606 -3.722
S -6.868 -1.075 0.197
S -0.433 6.016 1.566
S -4.423 -4.408 -3.339
O 3.722 0.289 3.887
O -3.664 -3.284 -3.962
O -6.588 -2.409 -0.407
O 0.286 -1.720 1.345
O 6.546 3.457 1.587
O 0.187 4.785 1.011
O 1.417 -4.539 -4.071
N -1.945 2.563 1.536
C 3.587 3.067 2.563
C -1.390 1.919 -0.725
C 2.997 -2.574 0.111
C 5.361 3.696 0.842
C 2.641 -1.516 1.136
C 2.110 1.029 2.327
C -0.899 1.849 1.958
C 5.512 -2.254 -0.383
C 1.137 0.452 1.616
C -0.045 1.170 1.092
C -0.298 1.178 -0.282
C -6.112 -3.846 -3.173
C -0.959 -4.035 -5.135
C 0.706 7.360 1.209
C 1.248 -1.008 1.343
C -6.375 -1.175 1.920
C 2.174 2.485 2.687
C 4.075 -2.107 -0.883
C 4.233 2.744 1.223
C -0.513 -6.332 -3.855
C 3.579 -0.967 1.898
C -0.153 5.988 3.339
C -4.045 -4.383 -1.586
C -2.158 2.593 0.223
C -5.537 0.013 -0.321
C 3.198 0.133 2.816
H -5.630 0.968 0.197
H -0.209 -6.721 -4.827
H -6.445 -0.187 2.373
H 1.756 2.679 3.674
H 4.687 1.748 1.249
H -0.644 -4.579 -6.028
H 3.494 2.694 0.423
H -6.115 -2.888 -2.661
H -7.059 -1.856 2.421
H 5.568 3.556 -0.221
H -4.215 -3.382 -1.193
H -1.594 -6.416 -3.731
H -0.009 -6.881 -3.062
H 1.549 3.029 1.980
H -1.632 1.984 -1.773
H -5.633 0.168 -1.394
H 1.704 7.093 1.556
H 3.407 -3.427 0.640
H 0.904 5.807 3.539
H 6.745 2.518 1.553
H -2.989 3.197 -0.121
H -0.751 5.178 3.752
H -4.679 -5.103 -1.070
H 6.165 -2.560 -1.192
H -2.998 -4.660 -1.467
H 0.359 8.269 1.701
H 3.506 4.151 2.645
H 0.716 7.507 0.132
H -0.470 6.936 3.773
H 4.204 2.732 3.391
H -4.576 -0.451 -0.099
H 5.883 -1.317 0.022
H 3.964 -2.736 -1.757
H -0.704 1.827 3.020
H 5.071 4.721 1.045
H -0.762 -2.973 -5.266
H -5.357 -1.558 1.987
H -6.537 -3.744 -4.170
H -6.685 -4.575 -2.600
H 4.618 -1.255 1.896
H -2.022 -4.171 -4.913
H 0.336 0.637 -0.969
H 5.573 -2.992 0.413
*
```

***

A molecular structure, C38H43N3P2PdSi2, computed with the ωB97M-V functional and the def2-TZVPD basis.

**LUMO level**: -0.17 eV
**ΔE to the lowest compared entry with this formula, charge and spin**: 0.5806 eV
**Max |F|**: 0.0438 Eh/bohr

Geometry as ORCA input:
```
! wB97M-V def2-TZVPD RIJCOSX def2/J DEFGRID3
* xyz 0 1
Pd -0.048 0.971 0.157
P 0.150 -0.992 1.830
P -0.243 -1.159 -1.391
Si 0.152 0.649 -3.771
Si 0.148 1.852 3.044
N 0.257 0.154 -2.127
N 0.874 2.961 -0.611
N 0.759 0.399 2.347
C 0.979 -2.429 2.552
C 0.232 -2.763 -2.091
C -1.322 2.770 2.241
C -4.109 -2.475 -0.942
C 2.221 -4.655 3.650
C -0.498 -3.382 -3.103
C -2.070 -1.251 -1.363
C -3.103 -1.932 4.153
C 1.503 -0.243 -4.721
C 1.579 3.062 3.078
C 2.442 6.087 -0.438
C -1.560 -1.174 2.456
C 1.440 -3.321 -1.681
C -0.467 1.561 4.797
C -1.828 -1.909 3.610
C -2.822 -0.091 -1.518
C -3.875 -0.485 2.402
C 3.439 7.036 -0.575
C -4.201 -0.117 -1.386
C 1.739 -2.302 3.707
C 1.663 3.787 -0.719
C 1.902 -4.493 -2.262
C 1.466 -4.783 2.490
C -0.033 -4.548 -3.690
C 0.438 2.501 -3.887
C -4.849 -1.313 -1.100
C -2.600 -0.465 1.862
C 0.848 -3.672 1.942
C -1.480 0.281 -4.636
C 3.913 4.420 -1.407
C 2.685 4.781 -0.857
C 4.901 5.380 -1.539
C 0.437 -1.026 0.165
C 4.664 6.684 -1.125
C -4.130 -1.219 3.552
C 1.167 -5.106 -3.267
C -2.728 -2.442 -1.070
C 2.360 -3.416 4.257
H -2.414 0.113 0.962
H 1.530 -6.017 -3.724
H 1.364 -5.749 2.012
H -5.926 -1.337 -0.999
H 4.081 3.399 -1.722
H 1.852 -1.324 4.160
H 2.012 -2.823 -0.906
H -4.772 0.795 -1.507
H -0.026 3.017 -3.045
H 0.196 0.883 5.339
H 1.561 0.101 -5.756
H -1.523 2.628 1.172
H -1.726 -0.782 -4.627
H -5.126 -1.237 3.977
H -2.158 -3.353 -0.926
H 2.468 -0.062 -4.244
H 2.956 -3.316 5.154
H 0.013 2.905 -4.807
H 5.440 7.430 -1.231
H -3.293 -2.506 5.051
H 1.503 2.738 -3.879
H 1.994 3.195 2.077
H -2.316 0.814 -4.184
H -4.669 0.069 1.918
H -1.413 0.595 -5.680
H -1.464 1.115 4.788
H 2.706 -5.524 4.077
H 2.381 2.699 3.721
H -1.153 3.843 2.370
H 1.483 6.345 -0.010
H -2.314 0.844 -1.733
H 3.261 8.053 -0.252
H -1.037 -2.471 4.091
H -1.439 -2.956 -3.431
H -0.606 -5.023 -4.474
H 1.259 4.036 3.451
H -0.521 2.496 5.359
H -2.248 2.506 2.754
H 1.336 -1.322 -4.732
H 5.858 5.109 -1.964
H -4.606 -3.409 -0.712
H 0.265 -3.767 1.031
H 2.839 -4.924 -1.934
*
```

***

A gas-phase ion, C3H5FO2P (charge -1), computed with the ωB97M-V functional and the def2-TZVPD basis.

**Structure (SMILES)**: C=C(F)[P@](=C)([O-])O
**LUMO level**: 4.15 eV
**ΔE to the lowest compared entry with this formula, charge and spin**: 2.9427 eV
**Max |F|**: 0.0667 Eh/bohr

Geometry as ORCA input:
```
! wB97M-V def2-TZVPD RIJCOSX def2/J DEFGRID3
* xyz -1 1
P 0.285 -0.493 -0.731
F -1.997 0.261 0.805
O 0.380 0.373 -1.936
O -1.023 -1.598 -1.015
C -0.772 0.664 0.379
C 1.567 -1.425 -0.190
C -0.331 1.773 0.930
H 0.678 2.071 0.653
H -1.838 -1.023 -1.315
H 1.357 -1.987 0.651
H -0.779 2.250 1.753
H 2.473 -0.867 0.017
*
```

***

A molecular structure, C21H23AlF25O3, computed with the ωB97M-V functional and the def2-TZVPD basis.

**LUMO level**: 2.27 eV
**Max |F|**: 0.2166 Eh/bohr

Geometry as ORCA input:
```
! wB97M-V def2-TZVPD RIJCOSX def2/J DEFGRID3
* xyz -1 1
Al -0.488 2.430 -0.032
F -2.070 2.102 -4.023
F 4.313 -3.069 7.501
F 1.799 -3.048 -2.234
F 0.710 -3.312 -0.118
F -5.417 2.398 -6.589
F -3.600 1.598 -5.724
F 3.399 -6.219 -2.137
F -3.831 3.689 -3.676
F -5.428 2.210 -3.737
F -1.836 4.856 -4.864
F -0.498 -2.678 3.705
F 1.804 -5.563 -0.813
F -0.189 3.075 -3.571
F -0.131 4.260 -6.074
F 1.186 -3.923 6.575
F 1.862 -1.799 7.296
F -3.078 4.868 1.570
F 3.299 -2.068 -0.725
F 3.377 -3.687 5.635
F 1.595 -3.257 3.793
F 3.473 -0.389 6.971
F -0.043 -4.996 5.152
F 0.948 -1.230 0.474
F 3.575 -1.855 1.413
F 1.392 -4.810 -3.424
O -3.623 3.712 -6.532
O 2.306 -1.067 5.201
O 3.422 -3.913 0.580
C -3.819 2.774 0.154
C -2.228 3.438 -6.711
C 1.405 -2.490 0.708
C 3.895 -2.617 6.288
C -1.490 4.197 -0.306
C 2.355 -4.192 -2.688
C -0.975 2.646 -4.597
C -4.352 2.722 -5.807
C 3.900 -4.491 -0.640
C 0.201 -3.759 5.665
C 2.840 -5.105 -1.567
C -1.111 1.359 1.642
C -1.687 0.399 2.525
C -1.306 3.800 -5.537
C -3.040 4.215 0.226
C 0.916 -1.361 5.026
C -4.846 3.217 -4.442
C 2.917 -2.582 0.470
C 0.573 -2.782 4.555
C 2.869 -1.488 6.444
C 1.496 2.945 0.377
H -1.478 4.435 -1.473
H 1.450 3.911 1.063
H -2.057 2.421 -7.080
H -5.577 4.021 -4.561
H -0.704 -3.438 6.187
H 1.909 2.081 1.084
H 0.598 -0.685 4.224
H -0.537 1.530 -1.362
H -4.968 2.945 -0.120
H 4.580 -3.816 -1.172
H -1.934 4.085 -7.546
H 3.172 -3.936 -3.369
H 2.142 3.077 -0.589
H -3.633 4.949 -0.504
H -0.427 1.856 -5.119
H -3.327 2.020 -0.629
H 1.156 -2.760 1.737
H -2.051 -0.586 3.094
H 4.539 -5.318 -0.312
H -3.808 2.305 1.252
H 4.769 -2.274 5.729
H 0.321 -1.053 5.894
H -0.874 5.070 0.197
*
```